ORCA calculation (ωB97M-V/def2-TZVPD) on an isolated molecule of C23H35N3O4.

```
65
Properties=species:S:1:pos:R:3
C 2.767 -2.365 -3.609
O 1.941 -1.243 -3.418
C 2.103 -0.491 -2.285
C 3.040 -0.782 -1.303
C 3.123 -0.017 -0.153
C 2.260 1.042 0.033
C 1.324 1.367 -0.940
C 0.379 2.516 -0.695
N -0.750 2.062 0.118
C -1.743 1.315 -0.628
C -2.556 2.198 -1.578
N -2.975 3.401 -0.895
C -2.419 3.942 0.210
O -2.777 5.024 0.631
C -1.367 3.100 0.935
C -2.035 2.532 2.203
C -1.091 1.854 3.196
O -1.186 2.031 4.394
N -0.196 1.028 2.627
C 0.762 0.272 3.397
C 0.419 -1.218 3.506
C 0.794 -2.061 2.285
C -0.003 -1.803 1.003
C -1.500 -2.084 1.141
C -1.613 -3.608 1.068
C -0.449 -4.059 0.167
C 0.400 -2.803 -0.088
C 1.250 0.617 -2.117
O 0.296 1.006 -3.024
C 0.550 0.858 -4.406
H 2.631 -3.104 -2.814
H 2.453 -2.797 -4.558
H 3.823 -2.084 -3.673
H 3.710 -1.617 -1.425
H 3.862 -0.259 0.595
H 2.312 1.641 0.928
H 0.062 2.950 -1.650
H 0.910 3.284 -0.129
H -2.413 0.840 0.093
H -1.242 0.536 -1.201
H -1.952 2.452 -2.458
H -3.441 1.655 -1.924
H -3.656 3.985 -1.361
H -0.585 3.791 1.268
H -2.809 1.809 1.935
H -2.522 3.357 2.726
H -0.157 1.013 1.613
H 1.757 0.390 2.957
H 0.760 0.709 4.400
H 0.966 -1.618 4.362
H -0.644 -1.313 3.729
H 0.683 -3.112 2.557
H 1.851 -1.891 2.062
H 0.183 -0.782 0.666
H -2.022 -1.637 0.293
H -1.931 -1.680 2.054
H -1.513 -4.039 2.064
H -2.578 -3.920 0.671
H -0.813 -4.476 -0.772
H 0.141 -4.832 0.659
H 0.162 -2.382 -1.066
H 1.468 -3.018 -0.067
H -0.140 1.541 -4.903
H 1.576 1.136 -4.656
H 0.360 -0.162 -4.745
```

HOMO-LUMO gap = 9.14 eV
E_HOMO = -8.67 eV
SMILES = COc1cccc(CN2CCNC(=O)[C@H]2CC(=O)NCCCC2CCCC2)c1OC
energy above the lowest of the compared OMol25 structures with the same formula, charge and spin = 18.3 kcal/mol

=====

ORCA calculation (ωB97M-V/def2-TZVPD) on a structure of composition C23H35N8O3SSc at a distorted geometry.

```
71
Properties=species:S:1:pos:R:3
Sc -0.574 -1.138 0.220
C -3.905 -1.252 3.714
N -2.485 -1.418 4.021
C -2.112 -1.447 5.436
C -1.590 -1.522 3.065
O -1.882 -1.482 1.843
C -0.130 -1.719 3.441
O 0.519 -2.038 2.225
C 1.933 -1.937 2.227
C 2.312 -1.951 0.753
O 1.377 -1.801 -0.071
N 3.557 -2.117 0.373
C 4.685 -2.324 1.272
C 3.896 -2.091 -1.052
H -4.479 -2.000 4.259
H -4.239 -0.257 4.006
H -4.064 -1.384 2.651
H -2.980 -1.176 6.028
H -1.786 -2.443 5.740
H -1.322 -0.728 5.652
H 0.261 -0.783 3.856
H -0.011 -2.521 4.173
H 2.253 -0.988 2.671
H 2.376 -2.771 2.774
H 4.367 -2.467 2.300
H 5.239 -3.204 0.947
H 5.353 -1.464 1.226
H 3.108 -1.600 -1.611
H 4.827 -1.543 -1.184
H 4.026 -3.107 -1.426
S 0.200 0.938 1.489
C 0.268 1.941 0.068
N 0.673 3.210 0.227
N 0.569 4.018 -0.757
C 1.053 5.328 -0.764
C 0.685 6.132 -1.845
C 1.149 7.430 -1.922
C 1.988 7.923 -0.931
C 2.352 7.117 0.142
C 1.887 5.819 0.238
N -0.043 1.532 -1.159
N -0.297 0.274 -1.363
C -0.465 -0.062 -2.723
C -0.903 0.843 -3.692
C -1.049 0.429 -5.005
C -0.752 -0.876 -5.374
C -0.304 -1.777 -4.418
C -0.169 -1.375 -3.100
H 0.156 3.677 -1.623
H 0.026 5.733 -2.608
H 0.856 8.055 -2.754
H 2.355 8.938 -0.994
H 3.011 7.511 0.903
H 2.160 5.187 1.071
H -1.127 1.860 -3.403
H -1.395 1.132 -5.751
H -0.861 -1.187 -6.404
H -0.042 -2.787 -4.704
H 0.238 -2.049 -2.353
N -2.796 -1.078 -0.846
C -3.109 -2.384 -1.468
C -2.667 -3.501 -0.538
N -1.206 -3.397 -0.293
H -3.451 -0.924 -0.084
H -2.978 -0.343 -1.522
H -2.561 -2.449 -2.408
H -4.172 -2.499 -1.685
H -2.937 -4.465 -0.972
H -3.182 -3.404 0.419
H -0.728 -3.782 -1.103
H -0.962 -4.009 0.481
```

net charge = +2
HOMO-LUMO gap (alpha / beta) = 6.19 / 6.08 eV
E_HOMO (alpha / beta) = -12.13 / -12.04 eV
energy above the lowest of the compared OMol25 structures with the same formula, charge and spin = 0.0 kcal/mol

=====

ORCA calculation (ωB97M-V/def2-TZVPD) on a structure of composition C23H35OReS at a distorted geometry.

```
61
Properties=species:S:1:pos:R:3
C -2.014 -1.107 0.343
C -1.930 -0.787 -1.063
C -2.017 0.638 -1.196
C -2.143 1.215 0.120
C -2.161 0.135 1.066
Re 0.000 0.000 0.000
C 1.840 1.561 1.028
C 1.815 0.242 1.493
H 2.635 -0.419 1.187
C 0.657 -0.326 2.136
H 0.107 0.307 2.844
H 0.730 -1.373 2.452
C 3.050 2.045 0.264
H 3.559 1.214 -0.249
H 2.773 2.795 -0.495
H 3.764 2.522 0.965
C 0.987 2.654 1.642
H 0.111 2.266 2.184
H 1.604 3.231 2.361
H 0.637 3.370 0.880
C -1.862 -1.771 -2.198
H -1.298 -2.674 -1.916
H -2.878 -2.082 -2.506
H -1.362 -1.325 -3.073
C -2.167 1.366 -2.501
H -1.491 0.964 -3.271
H -3.209 1.252 -2.858
H -1.956 2.440 -2.399
C -2.418 2.661 0.425
H -1.897 3.332 -0.277
H -3.501 2.878 0.346
H -2.102 2.930 1.447
C -2.469 0.269 2.530
H -2.037 1.187 2.961
H -3.565 0.321 2.677
H -2.094 -0.591 3.107
C -2.050 -2.493 0.927
H -1.713 -2.493 1.976
H -3.076 -2.905 0.899
H -1.394 -3.178 0.365
C 0.830 1.156 -1.685
C 1.709 0.537 -2.607
C 0.469 2.494 -1.974
C 2.193 1.211 -3.742
H 2.030 -0.497 -2.440
C 0.945 3.178 -3.102
H -0.214 3.028 -1.301
C 1.814 2.536 -3.997
H 2.873 0.694 -4.429
H 0.635 4.215 -3.283
H 2.190 3.063 -4.881
C 1.011 -3.995 -1.107
S 1.514 -2.733 0.121
C 3.211 -2.617 -0.566
O 1.007 -1.535 -0.712
H 1.745 -4.827 -1.108
H 0.956 -3.572 -2.133
H 0.031 -4.429 -0.832
H 3.208 -2.643 -1.677
H 3.706 -1.679 -0.251
H 3.814 -3.467 -0.185
```

net charge = +1
HOMO-LUMO gap (alpha / beta) = 4.78 / 7.31 eV
E_HOMO (alpha / beta) = -7.57 / -10.81 eV
2S+1 = 4
energy above the lowest of the compared OMol25 structures with the same formula, charge and spin = 9.7 kcal/mol

=====

ORCA calculation (ωB97M-V/def2-TZVPD) on a structure of composition C23H35SW at a distorted geometry.

```
60
Properties=species:S:1:pos:R:3
C 1.278 -1.705 1.212
C 1.898 -1.163 0.030
C 1.029 -1.425 -1.091
C -0.129 -2.116 -0.592
C 0.022 -2.281 0.822
W 0.037 -0.126 0.366
C -3.297 1.269 -0.775
C -2.689 0.910 0.414
H -2.446 1.650 1.170
C -2.265 -0.404 0.708
H -2.613 -1.163 0.048
H -2.313 -0.715 1.714
C -3.273 2.773 -1.029
H -2.559 3.349 -0.393
H -2.953 3.052 -2.061
H -4.271 3.234 -0.855
C -2.866 0.489 -2.014
H -1.853 -0.007 -1.934
H -3.579 -0.339 -2.276
H -2.715 1.128 -2.919
C 3.278 -0.589 0.002
H 3.487 -0.025 0.924
H 4.020 -1.395 -0.111
H 3.400 0.090 -0.843
C 1.273 -1.072 -2.532
H 1.805 -0.118 -2.629
H 1.878 -1.861 -3.015
H 0.321 -0.976 -3.079
C -1.178 -2.784 -1.431
H -1.299 -2.284 -2.397
H -0.874 -3.823 -1.629
H -2.155 -2.818 -0.937
C -0.825 -3.172 1.685
H -1.897 -3.079 1.463
H -0.527 -4.214 1.483
H -0.671 -2.987 2.756
C 1.978 -1.921 2.516
H 1.277 -2.095 3.342
H 2.622 -2.808 2.418
H 2.624 -1.077 2.776
C 1.300 1.719 -0.748
C 0.226 2.515 -1.413
C 2.492 2.180 -1.288
C 0.197 2.640 -2.782
H -0.798 2.787 -1.112
C 2.547 2.731 -2.650
H 3.356 2.163 -0.651
C 1.410 2.803 -3.432
H -0.813 2.688 -3.132
H 3.492 3.184 -2.999
H 1.296 3.135 -4.449
C 1.482 1.098 3.487
S -0.099 0.818 2.612
C -0.967 -0.206 3.873
H 2.243 1.364 2.748
H 1.777 0.216 4.061
H 1.326 1.936 4.175
H -1.235 -1.196 3.486
H -0.327 -0.309 4.759
H -1.883 0.334 4.149
```

net charge = +1
HOMO-LUMO gap (alpha / beta) = 6.23 / 6.51 eV
E_HOMO (alpha / beta) = -10.29 / -10.68 eV
2S+1 = 3